# 1
{
  "formula": "C9H16N",
  "method": "ωB97M-V with the def2-TZVPD basis set",
  "elements": ["C", "C", "C", "C", "C", "C", "C", "C", "C", "N", "H", "H", "H", "H", "H", "H", "H", "H", "H", "H", "H", "H", "H", "H", "H", "H"],
  "coordinates": [[-2.364, -0.705, -0.743], [-1.307, -1.339, -0.229], [2.487, -1.990, -0.021], [2.628, -0.672, -0.696], [-2.065, 0.637, -0.039], [-0.967, -0.191, 0.566], [-3.121, 1.235, 0.956], [-0.354, 0.022, 1.738], [1.902, 1.572, -1.116], [1.826, 0.271, -0.499], [-3.229, -0.870, -1.366], [-0.912, -2.263, -0.445], [2.528, -2.631, -0.896], [1.552, -2.153, 0.444], [3.402, -0.588, -1.425], [-1.924, 1.468, -0.842], [-2.607, 1.959, 1.630], [-3.566, 0.524, 1.546], [-3.866, 1.726, 0.443], [-0.359, 0.976, 2.270], [3.505, -2.169, 0.363], [0.118, -0.792, 2.198], [1.903, 2.423, -0.483], [2.694, 1.546, -1.813], [1.047, 1.904, -1.732], [1.048, 0.102, 0.193]],
  "lowdin_charge": [0.03, -0.01, 0.01, -0.07, -0.26, -0.36, -0.03, 0.07, 0.00, 0.05, 0.12, 0.08, 0.10, 0.07, 0.15, 0.17, 0.10, 0.05, 0.05, 0.09, 0.12, 0.06, 0.10, 0.09, 0.12, 0.11],
  "e_above_lowest_kcal_mol": 86.5,
  "gap_ev": 8.732,
  "homo_energy_ev": -12.49,
  "total_charge": 1
}

# 2
{
  "formula": "C6H12O",
  "method": "ωB97M-V with the def2-TZVPD basis set",
  "elements": ["C", "C", "C", "C", "O", "C", "C", "H", "H", "H", "H", "H", "H", "H", "H", "H", "H", "H", "H"],
  "coordinates": [[1.862, 0.480, 0.859], [0.885, -0.624, 1.276], [-0.400, -0.080, 1.838], [-1.618, -0.428, 1.427], [-0.852, -1.557, -1.661], [-0.622, -0.625, -2.397], [-0.668, 0.823, -1.999], [2.823, 0.059, 0.545], [1.461, 1.069, 0.026], [2.054, 1.171, 1.688], [0.660, -1.278, 0.426], [-0.297, 0.643, 2.651], [1.367, -1.250, 2.040], [-2.512, -0.017, 1.890], [-1.754, -1.135, 0.611], [-0.355, -0.815, -3.459], [-0.884, 0.925, -0.932], [0.288, 1.302, -2.242], [-1.438, 1.338, -2.588]],
  "lowdin_charge": [-0.11, -0.27, -0.21, -0.01, 0.02, -0.30, -0.06, 0.07, 0.05, 0.07, 0.09, 0.10, 0.11, 0.05, 0.05, 0.12, 0.06, 0.08, 0.08],
  "smiles": "C=CCC.CC=O",
  "e_above_lowest_kcal_mol": 30.9,
  "gap_ev": 10.474,
  "homo_energy_ev": -9.43,
  "total_charge": 0
}

# 3
{
  "formula": "C5H11N2S",
  "method": "ωB97M-V with the def2-TZVPD basis set",
  "elements": ["C", "C", "C", "C", "C", "N", "N", "S", "H", "H", "H", "H", "H", "H", "H", "H", "H", "H", "H"],
  "coordinates": [[-1.304, 0.162, -0.766], [-2.368, 0.391, 0.251], [1.117, 0.431, -0.062], [1.871, 1.720, -0.143], [1.350, -2.053, 0.031], [-0.142, 0.373, -0.360], [1.649, -0.694, 0.376], [-4.091, -0.192, -0.178], [-1.564, 0.085, -1.839], [-1.834, -0.121, 1.069], [-2.600, 1.439, 0.622], [1.928, 1.902, -1.223], [2.965, 1.812, 0.235], [1.429, 2.601, 0.408], [0.274, -2.126, -0.346], [2.071, -2.460, -0.611], [1.260, -2.695, 0.942], [2.684, -0.642, 0.610], [-4.696, 0.068, 0.984]],
  "lowdin_charge": [-0.11, -0.50, -0.33, 0.02, -0.04, 0.16, 0.02, 0.70, 0.16, 0.09, 0.11, 0.10, 0.13, 0.12, 0.11, 0.08, 0.11, 0.19, -0.14],
  "smiles": "C/[NH+]=C(C)\\N=C\\CS",
  "e_above_lowest_kcal_mol": 56.0,
  "gap_ev": 8.575,
  "homo_energy_ev": -12.61,
  "total_charge": 1
}